# C15H50F3N22O13Ti

A molecular structure, C15H50F3N22O13Ti in a non-equilibrium geometry (the ωB97M-V functional and the def2-TZVPD basis, OMol25).

Structure (XYZ):
```
104
Properties=species:S:1:pos:R:3:forces:R:3
Ti 0.0287 -0.0180 -0.6185 0.8 1.2 0.3
F 4.9311 -0.2233 -2.8084 0.1 0.0 -2.3
F 5.2586 0.5105 -0.8867 -0.3 2.0 1.0
F 5.2845 -1.5243 -1.1399 0.1 -1.7 -0.2
O -1.5937 -0.8157 0.8133 3.0 -0.2 0.1
O 3.4711 1.1355 4.0405 0.5 -0.6 2.6
O -1.8895 1.1935 -1.8957 -0.6 -1.7 0.7
O -5.1406 4.2990 0.1955 -2.4 1.7 0.1
O -3.7357 -4.5932 -0.2380 -5.5 2.3 -0.2
O -0.3443 -1.9456 -1.5731 -0.8 -0.9 -1.8
O -0.3210 2.4583 0.2241 -0.5 -0.3 0.4
O -1.4540 0.8005 5.0300 1.3 -0.7 1.1
O 2.6804 -0.8567 0.0351 0.9 -0.3 -0.7
O 3.0317 4.4617 -4.4105 0.9 4.6 -2.0
O 2.2037 0.3786 -1.8887 2.0 -0.4 1.0
O -1.5173 5.3807 2.9722 -0.3 1.7 -1.1
O 0.3209 -6.7000 -0.2668 0.0 0.1 2.5
N 0.0990 -1.0737 -3.6407 3.0 0.8 0.0
N -3.5702 -1.5164 1.5407 0.3 -3.5 4.2
N 1.9694 2.6224 -4.2584 -3.6 -2.9 -1.9
N -0.7269 4.5198 4.8859 2.1 2.5 4.6
N -1.7855 1.4905 -4.1737 -0.9 -1.9 -3.2
N 3.5108 3.0920 -2.7923 2.7 -0.9 4.1
N 1.5957 1.8123 2.9806 -3.3 1.1 -0.4
N 0.9922 -7.4934 -2.2178 1.4 -3.6 -1.6
N -3.0330 3.7606 0.5139 2.4 0.0 0.5
N -1.2766 3.0657 -2.8356 0.8 3.7 1.0
N -1.7648 -2.0169 -3.4192 -2.7 -1.7 0.1
N -1.6369 -4.4022 -0.2386 6.6 5.4 -0.4
N 0.7338 4.2946 1.0741 -0.7 3.9 3.1
N -0.2422 -0.8151 6.1226 2.4 -1.2 4.1
N 1.7578 3.1221 -0.3208 1.8 -0.7 -1.5
N -3.4793 -0.3964 -0.2464 -1.5 2.3 -4.5
N 3.4468 1.4989 1.9008 1.1 0.6 -2.7
N -1.5934 3.2005 3.4377 -0.5 -1.5 -1.5
N -2.4590 -6.3472 -0.0022 1.4 -6.0 1.1
N 0.5462 -5.4517 -2.0735 -0.3 6.1 -1.9
N -4.3142 2.4547 -0.6793 0.1 -4.3 -2.8
N -1.0846 -1.1366 4.1100 -1.0 -1.7 -2.5
C -2.7858 -0.9356 0.6660 -1.4 0.3 1.3
C -1.7116 1.8498 -2.9121 0.9 -0.2 0.5
C -0.6404 -1.7618 -2.7901 0.2 0.8 1.8
C 2.7510 -2.1954 0.6365 0.3 0.1 -1.7
C 0.6477 -6.5207 -1.4157 -0.7 -3.2 1.1
C 4.6455 -0.4351 -1.5658 -1.1 -0.4 1.8
C -4.2350 3.5467 -0.0194 -0.3 2.9 2.2
C -0.9434 -0.3471 5.1430 -1.8 3.3 -2.1
C -1.2870 4.4525 3.7196 -0.9 -1.9 -2.1
C -2.6734 -5.0870 -0.1041 -2.6 -2.1 -0.5
C 3.1142 -0.6180 -1.3641 -4.2 0.9 -0.2
C 2.8580 1.4624 3.0559 1.1 -0.8 1.9
C 2.8136 -2.0669 2.1034 0.6 0.2 1.0
C 0.6106 3.2634 0.3515 -0.6 -3.2 -2.7
C 2.8669 3.4414 -3.8341 0.2 0.7 -0.6
H 0.0577 3.9599 5.1875 -0.4 -0.2 -0.2
H -3.0280 -2.2503 1.9738 -0.5 -0.1 0.7
H 2.6183 -3.0287 2.5776 -0.5 0.0 0.0
H -5.1383 2.1732 -1.1908 0.3 0.3 0.2
H 0.0027 -1.1951 -4.6388 0.5 0.1 0.3
H -2.9440 0.1899 -0.8708 -0.6 0.0 -0.6
H 2.7221 -1.4416 -1.9609 1.3 -1.2 0.2
H 2.7926 1.7025 1.1588 1.5 -0.4 -1.1
H -0.7370 -2.0783 3.9983 0.1 0.4 0.1
H -3.4233 1.9975 -0.8114 -0.6 -0.4 -0.5
H -1.5198 -0.6548 3.3363 -0.1 -0.6 -0.3
H 0.9443 -8.4434 -1.8783 0.2 0.2 -0.3
H -1.4372 2.4706 4.1181 -0.4 -0.3 -0.1
H -1.8004 2.2176 -4.8746 0.0 -0.3 0.2
H -1.7933 -3.4165 -0.3935 0.4 0.0 0.1
H 4.1205 3.8072 -2.4225 0.2 -0.7 0.2
H -4.5648 -1.6305 1.6741 0.3 0.4 -0.9
H 1.3295 2.0556 2.0372 -0.9 -0.2 0.7
H 0.3746 -0.2440 6.6825 -0.6 0.3 -0.1
H -2.8273 4.6243 0.9954 -0.1 -0.1 0.0
H 0.9477 -0.7869 -3.1744 0.9 0.8 -0.6
H 3.8331 -1.8539 2.4249 0.0 0.4 0.0
H 1.7912 2.5774 -1.1707 0.0 -0.3 0.1
H -0.6910 -4.7154 -0.0733 -0.5 -0.1 0.4
H -0.7224 5.4679 5.2341 0.5 -0.1 0.1
H 1.6349 4.7177 0.9036 -0.9 1.0 1.3
H 0.7865 -5.4565 -3.0545 -0.2 0.8 0.5
H -1.7125 -1.7991 -4.4040 -1.0 -0.6 0.3
H -2.0042 0.5625 -4.5069 0.0 0.3 0.6
H -1.4977 -6.6343 0.1140 0.0 -0.2 -0.1
H -0.0695 -1.8015 6.2542 0.0 0.2 -0.5
H 0.8615 1.6583 3.6569 0.5 -0.1 0.0
H -1.2535 3.4735 -1.9118 0.3 0.2 -0.2
H -2.5178 -2.5271 -2.9801 0.0 0.0 -0.3
H 1.1529 -7.2696 -3.1895 0.1 -0.8 0.3
H -2.2941 3.1156 0.2728 0.5 0.4 0.4
H 1.9747 1.6504 -3.9840 -0.3 0.0 -0.1
H 2.1711 -1.2612 2.4587 -0.2 -0.2 0.2
H 1.6292 3.0009 -5.1308 -0.3 -1.0 -0.1
H -0.0018 4.6764 1.6515 0.0 0.3 0.3
H 0.2837 -4.6363 -1.5384 0.1 0.4 -1.0
H -4.4760 -0.5546 -0.2880 0.4 0.3 -0.3
H 3.3373 2.1772 -2.4010 0.3 -0.2 0.5
H -2.0609 3.0372 2.5575 0.1 -0.4 0.2
H -0.8993 3.5456 -3.6402 0.0 0.1 0.5
H 4.4269 1.2551 1.8967 -0.4 0.1 -0.7
H -3.1045 -7.1196 0.0800 -0.5 1.0 0.0
H 2.2722 3.9910 -0.2997 0.6 -0.8 -1.0
H 1.9083 -2.8071 0.3143 -0.5 0.3 -0.1
H 3.6145 -2.7736 0.3075 0.3 0.3 -0.3
```
Forces are in eV/Å.

Results
HOMO energy (spin up / spin down) = -4.07 / -8.91 eV
Multiplicity = 4
Charge = 0
⟨S²⟩ = 3.75
Kohn-Sham gap (spin up / spin down) = 3.5 / 8.2 eV
LUMO (spin up / spin down) = -0.616 / -0.740 eV
Energy relative to the best compared isomer or geometry (same formula, charge and spin) = 497.8 kJ/mol

These are the Mulliken partial charges, in e, on atoms 1 to 6: number 1, Ti, carries 1.285; number 2, F, carries -0.266; number 3, F, carries -0.296; number 4, F, carries -0.297; number 5, O, carries -0.238; number 6, O, carries -0.761

# C15H50F3O13Y

A molecular structure, C15H50F3O13Y in a non-equilibrium geometry (the ωB97M-V functional and the def2-TZVPD basis, OMol25).

Structure (XYZ):
```
82
Properties=species:S:1:pos:R:3:forces:R:3
Y -2.5829 -10.9690 -5.1057 -1.2 -4.8 2.9
F -1.8241 -15.1864 -4.5371 0.2 0.3 -0.4
F -2.8240 -16.1494 -2.9056 0.1 -0.2 0.3
F -1.3945 -14.5713 -2.5042 0.4 0.2 0.1
O -3.2761 -12.8167 -4.0397 2.0 3.6 -2.9
O -0.1781 -13.2044 3.0422 -0.1 0.4 0.4
O -3.3504 -9.7234 1.4345 -0.6 0.3 0.9
O 3.1962 -14.9592 -1.7568 -0.2 -0.2 0.2
O -4.0027 -9.8512 -3.5806 0.0 0.4 -0.5
O -8.8897 -14.4910 1.8944 0.7 0.3 -0.3
O -4.3356 -16.3921 3.5083 -0.1 -0.3 0.7
O -5.3764 -12.9817 4.4077 0.2 -0.3 0.0
O -3.9003 -13.6255 -2.1003 0.2 0.0 0.6
O 0.0072 -17.9309 -0.6944 -0.5 -0.2 0.0
O -7.2311 -16.3924 0.6302 0.9 0.0 -0.2
O -0.5202 -12.0282 -5.8484 -1.3 1.4 0.5
O -6.4450 -18.4191 -1.1367 0.3 -0.4 0.1
C -3.5472 -14.0193 -3.3676 -0.5 0.7 0.2
C -4.9124 -14.3645 -1.3745 -0.7 0.1 -0.8
C -3.9763 -9.9705 -2.1295 0.1 -0.9 1.6
C -7.4154 -17.3378 1.6965 -0.7 0.5 -0.2
C -5.0816 -13.7762 -0.0011 1.0 -0.4 0.4
C -6.4661 -13.7973 4.0236 -0.5 -0.5 -0.4
C -3.8424 -16.8656 2.2790 -0.3 -0.1 -0.1
C -0.4571 -18.9539 -1.5902 0.0 0.1 0.4
C -2.7469 -10.9048 1.9672 0.8 -0.1 -0.7
C -9.0994 -13.1178 1.5128 -1.3 -0.7 0.5
C -6.3453 -17.9598 -2.4449 -0.5 1.3 -1.1
C -2.3491 -14.9775 -3.3237 -0.6 -0.3 0.0
C 0.2810 -12.8436 -4.9489 1.3 -1.2 0.5
C -1.3863 -13.9064 2.8714 -0.4 -0.5 -0.1
C 2.0250 -15.5075 -2.3622 0.8 0.1 -0.2
H -9.7447 -14.9075 2.0278 -0.1 0.1 0.1
H -2.4405 -10.8540 3.0112 -0.5 0.7 0.1
H -4.9406 -10.2647 -1.7119 -0.2 0.1 -0.6
H -4.7691 -9.2781 -3.7589 0.3 -0.1 -0.3
H -1.1307 -18.5353 -2.3422 0.3 0.0 -0.2
H -4.6726 -15.4270 -1.3892 0.2 0.0 0.4
H -4.5813 -15.4641 3.4845 0.2 0.1 -0.3
H -8.4066 -17.7725 1.5518 0.1 -0.4 0.3
H -5.5089 -17.2647 -2.6213 0.2 -0.1 0.3
H -5.8510 -14.2684 -1.9359 0.0 0.0 0.0
H -6.6380 -17.6594 -0.5602 -0.1 -0.1 -0.3
H -0.0171 -11.8362 -6.6543 0.1 -0.2 0.1
H -3.6822 -9.0512 -1.6259 0.2 0.2 -0.5
H -7.8103 -15.6243 0.7339 -0.2 -0.2 0.5
H 1.3288 -12.5417 -4.9382 -0.1 0.3 -0.5
H -1.7883 -11.0324 1.4571 -0.1 -0.6 -0.1
H 0.4378 -19.4134 -2.0032 -0.2 0.0 -0.4
H -2.2239 -13.4685 3.4209 0.3 0.6 0.0
H -7.3577 -16.8697 2.6801 0.1 0.1 -0.1
H -4.3401 -14.5626 -3.8964 -0.1 0.1 0.0
H -6.6421 -18.0970 1.6254 0.0 0.0 -0.1
H -5.6908 -14.4831 0.5629 -0.3 0.3 0.1
H 3.4224 -15.4976 -0.9930 0.0 0.1 0.0
H -4.6266 -16.8009 1.5111 0.4 0.3 -0.2
H -10.0011 -13.1195 0.8961 0.3 0.5 -0.3
H -1.6410 -13.9031 1.8058 -0.2 -0.3 0.0
H -1.3844 -14.9213 3.2799 0.4 -0.1 -0.3
H -1.0327 -19.7280 -1.0768 0.2 0.0 0.1
H -7.4221 -13.3066 4.2155 0.0 0.0 -0.2
H -5.4540 -12.7528 0.0313 -0.4 -0.1 -0.2
H -6.2505 -18.7080 -3.2327 0.1 -0.7 0.7
H -8.2369 -12.7111 0.9958 0.1 -0.2 -0.1
H 0.0048 -12.8091 -3.8935 -0.8 0.4 -0.3
H -3.6417 -17.9340 2.3887 0.1 0.1 0.2
H 0.2165 -13.8793 -5.2759 -0.1 0.1 0.0
H -9.3291 -12.5205 2.3979 0.2 0.1 0.0
H -5.4711 -12.1473 3.9408 0.0 0.1 0.1
H -7.2391 -17.4001 -2.7679 -0.1 0.0 0.3
H 1.1422 -14.9369 -2.0640 -0.1 -0.1 -0.1
H -0.6130 -17.9189 0.0408 0.2 0.2 0.1
H 1.8963 -16.5658 -2.1378 -0.2 0.1 0.1
H -2.9034 -16.3617 2.0177 -0.2 0.0 -0.3
H -3.4174 -11.7558 1.8496 0.1 -0.2 -0.1
H 0.5718 -13.7946 2.9469 -0.1 -0.1 0.0
H 2.2209 -15.4285 -3.4347 -0.4 0.0 -0.1
H -3.3298 -10.8020 -1.8439 0.2 0.1 -0.3
H -6.4080 -14.1251 2.9761 -0.1 0.4 -0.1
H -3.1027 -9.6102 0.5218 0.3 -0.1 -0.1
H -6.4962 -14.7529 4.5501 0.4 0.3 0.5
H -4.1113 -13.7387 0.5053 0.0 -0.1 0.0
```
Forces are in eV/Å.

Results
HOMO energy = -13.25 eV
Multiplicity = 1
Charge = +2
Kohn-Sham gap = 3.5 eV
LUMO = -9.795 eV
Energy relative to the best compared isomer or geometry (same formula, charge and spin) = 28.4 kJ/mol

These are the Mulliken partial charges, in e, on atoms 1 to 6: number 1, Y, carries 1.928; number 2, F, carries -0.300; number 3, F, carries -0.283; number 4, F, carries -0.276; number 5, O, carries -0.511; number 6, O, carries -0.553